Entry 1:
ORCA calculation (the ωB97M-V functional and the def2-TZVPD basis) on the ion C6H14N3O2 with charge +1 at a distorted geometry.

```
! RIJCOSX wB97M-V def2-TZVPD def2/J DEFGRID3
* xyz 1 1
C -1.143 2.070 0.351
C 0.890 -1.754 0.541
C -0.569 -1.387 0.274
C 1.653 -0.500 0.884
C -0.961 -0.529 -0.984
C -0.138 0.754 -1.329
N 0.511 0.662 -2.505
N -0.363 1.938 -0.771
N 1.214 0.108 2.092
O -1.049 1.332 1.312
O -2.286 0.006 -0.825
H -1.836 2.872 0.266
H 0.977 -2.349 1.385
H 1.224 -2.433 -0.364
H -1.043 -2.296 0.108
H -0.871 -1.009 1.214
H 2.800 -0.463 0.808
H -0.932 -1.080 -1.905
H 0.814 -0.213 -2.850
H 0.963 1.498 -3.021
H -0.247 2.801 -1.306
H 1.308 -0.524 3.026
H 0.174 0.305 1.960
H 1.671 0.973 2.384
H -2.760 -0.781 -0.744
*
```

Summary:
M   160.2 g/mol
Calculated total energy   -551.3910 Eh
F_max   4.5 eV Å⁻¹
Relative energy (zero: lowest compared OMol25 entry of this formula, charge and spin)   328.5 kJ/mol
Highest occupied orbital energy   -9.662 eV

Here are the natural (NBO) charges for atoms 1 to 2, given in e: C 0.592; C -0.435

Entry 2:
ORCA calculation (the ωB97M-V functional and the def2-TZVPD basis) on a cluster of 13 separate species, C20H66N12O20 in total at a distorted geometry.

```
! RIJCOSX wB97M-V def2-TZVPD def2/J DEFGRID3
* xyz 0 1
C -4.389 0.547 2.527
C -2.972 -0.023 2.332
O -2.550 -0.643 3.571
O -4.509 1.329 3.686
H -5.190 -0.161 2.662
H -4.657 1.088 1.627
H -2.267 0.782 2.094
H -2.895 -0.725 1.511
H -3.115 -0.138 4.212
H -4.089 2.212 3.508
C 0.759 -1.744 -2.900
C -0.601 -1.288 -3.148
O -0.861 -1.090 -4.545
O 0.967 -3.092 -3.465
H 0.932 -1.904 -1.840
H 1.472 -1.015 -3.306
H -0.757 -0.388 -2.607
H -1.328 -2.034 -2.866
H -1.679 -0.661 -4.598
H 0.989 -3.002 -4.434
C 3.857 -2.656 2.291
C 2.982 -2.785 3.543
O 2.698 -1.593 4.204
O 3.443 -1.592 1.506
H 3.734 -3.598 1.738
H 4.976 -2.582 2.352
H 3.449 -3.484 4.245
H 2.026 -3.214 3.148
H 1.741 -1.567 4.318
H 3.880 -0.789 1.843
C 0.820 1.389 3.694
C 0.698 0.511 4.970
O 0.244 -0.778 4.691
O -0.346 1.931 3.262
H 1.289 0.751 2.905
H 1.555 2.090 3.968
H 0.182 1.000 5.772
H 1.727 0.377 5.435
H -0.657 -0.704 4.379
H -0.277 2.854 2.977
C 0.310 2.494 -4.069
C 1.777 2.499 -3.601
O 2.027 3.748 -2.995
O -0.632 2.633 -2.986
H 0.087 1.632 -4.680
H 0.105 3.281 -4.841
H 2.377 2.471 -4.531
H 1.968 1.659 -2.855
H 1.158 4.086 -2.677
H -0.610 1.926 -2.350
C -3.812 -5.008 -2.581
C -3.397 -3.748 -1.827
O -3.592 -2.695 -2.754
O -3.450 -4.879 -3.997
H -4.916 -5.095 -2.552
H -3.379 -5.924 -2.135
H -2.355 -3.769 -1.560
H -4.076 -3.519 -0.955
H -2.956 -2.877 -3.472
H -3.642 -5.764 -4.375
C 4.297 -2.823 -2.967
C 5.124 -1.843 -2.116
O 4.310 -0.834 -1.487
O 3.363 -3.486 -2.098
H 4.926 -3.622 -3.438
H 3.760 -2.204 -3.713
H 5.816 -1.238 -2.729
H 5.640 -2.505 -1.387
H 3.773 -1.370 -0.847
H 2.587 -3.693 -2.613
C -1.734 -3.587 1.643
O -1.519 -2.677 0.844
N -2.503 -3.382 2.784
N -1.441 -4.846 1.254
H -2.603 -2.360 2.945
H -2.441 -4.031 3.573
H -1.213 -4.953 0.281
H -1.562 -5.666 1.837
C 5.057 1.919 0.773
O 4.646 1.001 1.489
N 5.222 1.683 -0.559
N 5.240 3.202 1.188
H 5.449 2.403 -1.136
H 4.949 0.770 -0.851
H 5.169 3.870 0.463
H 5.011 3.579 2.105
C -4.303 0.517 -1.116
O -4.336 1.673 -0.697
N -3.167 -0.259 -1.178
N -5.385 0.024 -1.733
H -2.300 -0.050 -0.695
H -3.143 -1.102 -1.703
H -6.219 0.546 -1.706
H -5.366 -0.817 -2.266
C 0.642 5.265 -0.053
O 0.540 4.017 -0.018
N 1.745 5.833 -0.677
N -0.298 6.200 0.293
H 1.707 6.554 -1.417
H 2.464 5.135 -0.878
H -1.014 5.865 0.927
H 0.089 7.085 0.566
C -2.488 3.995 1.714
O -1.802 4.650 2.562
N -3.904 3.736 2.138
N -2.145 3.407 0.550
H -4.566 3.536 1.386
H -4.238 4.456 2.834
H -1.167 3.411 0.216
H -2.878 2.819 0.248
C 0.504 0.508 0.052
O -0.635 0.866 -0.300
N 1.532 1.422 -0.032
N 0.880 -0.751 0.499
H 1.304 2.379 -0.156
H 2.465 1.241 0.325
H 1.785 -0.891 0.885
H 0.099 -1.337 0.720
*
```

Summary:
M   794.8 g/mol
Calculated total energy   -2963.6705 Eh
F_max   3.1 eV Å⁻¹
Relative energy (zero: lowest compared OMol25 entry of this formula, charge and spin)   16.5 kJ/mol
Highest occupied orbital energy   -9.173 eV

Here are the Löwdin charges for atoms 1 to 2, given in e: C -0.247; C -0.186

Entry 3:
ORCA calculation (the ωB97M-V functional and the def2-TZVPD basis) on a cluster of 2 separate species, C12H18N2O2P in total at a distorted geometry.

```
! RIJCOSX wB97M-V def2-TZVPD def2/J DEFGRID3
* xyz 1 1
C 2.495 3.490 -1.173
P 1.852 1.880 -0.533
C 3.113 0.586 -0.900
C 0.321 1.496 -1.506
C -1.041 1.571 -0.762
C -1.438 2.981 -1.220
C -1.175 2.771 -2.693
N -0.035 2.194 -2.772
H 3.269 3.851 -0.512
H 1.696 4.212 -1.275
H 2.960 3.341 -2.146
H 2.612 -0.240 -1.399
H 3.470 0.222 0.049
H 3.914 0.954 -1.530
H 0.433 0.432 -1.723
H -1.016 1.402 0.300
H -1.685 0.883 -1.300
H -0.607 3.641 -0.975
H -2.357 3.476 -0.957
H -1.772 3.108 -3.524
H 0.501 2.132 -3.632
C -2.209 -4.146 3.349
C -1.345 -4.821 2.497
C -0.541 -4.112 1.620
C -0.617 -2.731 1.615
C -1.476 -2.042 2.453
C -2.277 -2.759 3.325
N 0.249 -1.979 0.702
O 0.984 -2.602 -0.037
O 0.192 -0.754 0.726
H -2.831 -4.703 4.036
H -1.295 -5.900 2.518
H 0.132 -4.634 0.956
H -1.523 -0.963 2.436
H -2.951 -2.237 3.988
*
```

Summary:
M   253.3 g/mol
Calculated total energy   -1069.0280 Eh
F_max   2.0 eV Å⁻¹
Highest occupied orbital energy   -11.343 eV

Here are the natural (NBO) charges for atoms 1 to 2, given in e: C -0.927; P 0.788

Entry 4:
ORCA calculation (the ωB97M-V functional and the def2-TZVPD basis) on a structure of composition C4H5AgLiO2 at a distorted geometry.

```
! RIJCOSX wB97M-V def2-TZVPD def2/J DEFGRID3
* xyz 1 3
H -0.505 0.897 3.473
C 0.420 -0.753 0.752
C 0.593 0.731 0.567
C 0.113 1.011 -0.860
C -0.606 -0.247 -1.278
O 0.356 -1.410 1.765
O -0.050 -1.289 -0.407
Li -0.543 -3.118 -0.899
Ag -1.806 -1.181 -2.758
H 1.631 1.015 0.778
H -0.031 1.242 1.316
H 0.973 1.214 -1.525
H -0.545 1.889 -0.926
*
```

Summary:
M   199.9 g/mol
Calculated total energy   -459.9747 Eh
F_max   2.8 eV Å⁻¹
⟨S²⟩   2.01
Relative energy (zero: lowest compared OMol25 entry of this formula, charge and spin)   48.1 kJ/mol
Highest occupied orbital energy (spin up / spin down)   -11.296 / -13.669 eV

Here are the natural (NBO) charges for atoms 1 to 2, given in e: H 0.004; C 0.792

Entry 5:
ORCA calculation (the ωB97M-V functional and the def2-TZVPD basis) on a structure of composition C45H54AsBN5O3Tc.

```
! RIJCOSX wB97M-V def2-TZVPD def2/J DEFGRID3
* xyz 1 4
Tc 0.133 1.751 0.231
O 2.925 -0.103 0.310
C 2.913 0.813 -0.492
O 1.865 1.622 -0.618
C 4.062 1.131 -1.375
C 5.174 0.294 -1.328
C 6.260 0.542 -2.148
C 6.240 1.627 -3.015
C 5.137 2.469 -3.057
C 4.047 2.224 -2.237
H 5.166 -0.551 -0.653
H 7.125 -0.108 -2.113
H 7.089 1.820 -3.657
H 5.127 3.318 -3.726
H 3.190 2.882 -2.259
C -3.905 -0.959 3.184
C -3.318 0.337 2.619
C -3.394 1.474 3.645
C -4.002 0.722 1.324
C -5.248 1.341 1.359
C -5.883 1.747 0.202
C -5.282 1.530 -1.023
C -4.063 0.867 -1.119
C -3.481 0.628 -2.501
C -3.235 1.957 -3.218
C -4.385 -0.285 -3.332
C -3.445 0.464 0.071
N -2.243 -0.344 -0.065
B -0.799 0.010 -0.255
N -0.273 -1.226 -0.921
C -1.234 -2.153 -0.937
C -2.419 -1.624 -0.427
C 0.949 -1.429 -1.667
C 1.866 -2.411 -1.274
C 3.002 -2.579 -2.059
C 3.220 -1.807 -3.184
C 2.280 -0.869 -3.570
C 1.117 -0.671 -2.834
C 0.017 0.195 -3.423
C -0.725 -0.635 -4.478
C 0.500 1.517 -4.012
C 1.693 -3.299 -0.057
C 1.329 -4.729 -0.471
C 2.957 -3.322 0.811
H -3.376 -1.260 4.090
H -3.840 -1.775 2.461
H -4.958 -0.827 3.440
H -2.265 0.152 2.382
H -3.147 1.115 4.645
H -4.390 1.906 3.700
H -2.713 2.285 3.388
H -5.729 1.516 2.311
H -6.845 2.238 0.255
H -5.777 1.863 -1.926
H -2.516 0.126 -2.405
H -4.164 2.512 -3.355
H -2.809 1.789 -4.206
H -2.543 2.587 -2.657
H -5.360 0.173 -3.499
H -4.552 -1.244 -2.838
H -3.935 -0.478 -4.307
H -1.089 -3.131 -1.367
H -3.382 -2.107 -0.375
H 3.734 -3.323 -1.774
H 4.117 -1.948 -3.773
H 2.438 -0.298 -4.475
H -0.703 0.447 -2.637
H -0.049 -0.902 -5.292
H -1.555 -0.072 -4.903
H -1.115 -1.563 -4.054
H 1.179 1.365 -4.851
H 1.015 2.118 -3.264
H -0.351 2.093 -4.380
H 0.877 -2.905 0.553
H 2.151 -5.182 -1.028
H 0.449 -4.769 -1.115
H 1.139 -5.347 0.408
H 3.742 -3.914 0.341
H 2.744 -3.776 1.780
H 3.351 -2.318 0.970
C 0.223 1.497 3.947
As 1.095 0.862 2.341
C 2.883 1.482 2.747
C 1.010 -1.067 2.574
C 1.562 -1.524 3.889
C 0.722 -1.749 4.976
C 1.242 -2.145 6.199
C 2.611 -2.318 6.349
C 3.456 -2.101 5.269
C 2.935 -1.706 4.046
H 0.863 1.227 4.786
H -0.744 1.024 4.072
H 0.100 2.577 3.911
H 3.161 1.059 3.712
H 2.841 2.567 2.833
H 3.600 1.187 1.990
H 1.548 -1.476 1.727
H -0.052 -1.313 2.475
H -0.349 -1.625 4.860
H 0.578 -2.324 7.034
H 3.017 -2.628 7.302
H 4.522 -2.245 5.378
H 3.595 -1.547 3.201
O -1.473 2.785 0.344
N -2.529 3.546 0.522
C -2.721 4.402 -0.426
C -1.808 4.509 -1.531
N -1.019 4.565 -2.364
C -3.879 5.241 -0.350
N -4.809 5.912 -0.312
*
```

Summary:
M   896.7 g/mol
Calculated total energy   -4587.8641 Eh
F_max   0.3 eV Å⁻¹
⟨S²⟩   3.80
Highest occupied orbital energy (spin up / spin down)   -11.222 / -11.341 eV

Here are the Löwdin charges for atoms 1 to 2, given in e: Tc 1.252; O -0.005

Entry 6:
ORCA calculation (the ωB97M-V functional and the def2-TZVPD basis) on a cluster of 2 separate species, C4H13N3S in total at a distorted geometry.

```
! RIJCOSX wB97M-V def2-TZVPD def2/J DEFGRID3
* xyz 0 1
N 0.214 -1.320 -3.517
C 0.882 -0.470 -2.615
C 1.504 -0.790 -1.487
N 2.072 0.199 -0.604
H -0.736 -0.993 -3.647
H 0.159 -2.269 -3.165
H 0.826 0.581 -2.886
H 1.704 -1.815 -1.197
H 3.087 0.124 -0.662
H 1.884 1.112 -1.007
N -1.843 1.657 2.907
C -1.929 0.368 2.219
C -0.792 0.046 1.265
S 0.797 -0.184 2.159
H -2.006 2.360 2.195
H -0.874 1.819 3.170
H -1.967 -0.447 2.950
H -2.888 0.319 1.701
H -0.680 0.854 0.534
H -0.957 -0.894 0.741
H 1.542 -0.256 0.946
*
```

Summary:
M   135.2 g/mol
Calculated total energy   -722.6108 Eh
F_max   1.7 eV Å⁻¹
Relative energy (zero: lowest compared OMol25 entry of this formula, charge and spin)   152.6 kJ/mol
Structure (SMILES)   N/C=C/N.NCCS
Highest occupied orbital energy   -8.218 eV

Here are the natural (NBO) charges for atoms 1 to 2, given in e: N -0.807; C -0.042